Record 1
# C11H11NO

An isolated molecule of C11H11NO (ωB97M-V/def2-TZVPD, the OMol25 dataset).

```
! wB97M-V def2-TZVPD RIJCOSX def2/J DEFGRID3
* xyz 0 1
C 3.38 0.70 -0.42
C -3.09 0.88 -0.41
C -2.94 -0.39 0.09
C -1.96 1.69 -0.60
C -1.64 -0.86 0.45
C -0.68 1.31 -0.25
C -0.49 -0.02 0.27
C 1.66 0.47 1.47
C 2.44 1.37 0.37
C 0.74 -0.49 0.73
C 0.76 -2.31 -0.83
N 4.30 0.18 -0.91
O 1.30 -1.63 0.34
H -4.09 1.39 -0.57
H -3.81 -1.10 0.41
H -2.14 2.75 -0.94
H -1.52 -1.87 0.76
H 0.17 1.92 -0.56
H 2.37 0.01 2.09
H 1.07 1.10 2.05
H 2.07 2.26 -0.08
H 1.48 -3.14 -1.05
H 0.88 -1.67 -1.70
H -0.27 -2.54 -0.73
*
```

Results
HOMO energy (alpha / beta)	-8.46 / -6.85	eV
gap between HOMO and LUMO (alpha / beta)	8.3 / 5.9	eV

=====

Record 2
# C11H11NO2S

An isolated molecule of C11H11NO2S (ωB97M-V/def2-TZVPD, the OMol25 dataset).

```
! wB97M-V def2-TZVPD RIJCOSX def2/J DEFGRID3
* xyz 0 1
C -2.98 -2.14 0.43
C -2.22 -2.29 -0.72
C -2.62 -1.13 1.26
C -1.22 -1.46 -1.09
C -1.44 -0.36 1.05
C -0.67 -0.54 -0.14
C 2.48 -0.67 -1.32
C -0.12 2.54 0.01
C 3.27 -1.19 -0.20
C 0.56 0.23 -0.26
C 0.40 3.85 0.51
N 1.40 0.01 -1.26
O -1.11 2.39 -0.66
O 0.71 1.43 0.35
S 2.40 -1.51 1.32
H -3.85 -2.84 0.76
H -2.47 -3.04 -1.61
H -3.10 -1.21 2.21
H -0.66 -1.62 -1.98
H -1.16 0.26 1.85
H 3.00 -0.52 -2.24
H 3.66 -2.24 -0.42
H 4.12 -0.61 -0.01
H 1.51 3.90 0.60
H 0.12 3.97 1.62
H 0.00 4.78 -0.05
*
```

Results
HOMO energy (alpha / beta)	-7.16 / -7.16	eV
gap between HOMO and LUMO (alpha / beta)	6.2 / 6.2	eV

=====

Record 3
# C11H11O3S

C11H11O3S as an isolated structure (ωB97M-V/def2-TZVPD, the OMol25 dataset).

```
! wB97M-V def2-TZVPD RIJCOSX def2/J DEFGRID3
* xyz -1 1
C -3.47 0.55 -1.17
C -3.12 1.38 -0.13
C -2.47 -0.31 -1.67
C -1.80 1.46 0.29
C -1.10 -0.15 -1.24
C -0.71 0.83 -0.33
C 0.65 0.97 0.02
C 1.75 -1.21 -1.02
C 0.68 -1.43 1.42
C 3.04 -0.43 1.00
C 1.62 -0.69 0.48
O 2.45 -0.51 -1.72
O 1.20 -2.29 -1.30
O 2.41 2.72 0.74
S 1.03 2.56 0.20
H -4.49 0.40 -1.52
H -3.97 1.96 0.50
H -2.75 -0.88 -2.60
H -1.74 2.23 1.09
H -0.31 -0.85 -1.55
H -0.28 -1.69 0.94
H 0.22 -0.95 2.34
H 1.06 -2.35 1.86
H 3.52 -1.22 0.46
H 3.18 -0.63 2.17
H 3.41 0.53 0.75
*
```

Results
HOMO energy	-4.89	eV
gap between HOMO and LUMO	7.9	eV

=====

Record 4
# C11H12Br2N4O

An isolated molecule of C11H12Br2N4O (ωB97M-V/def2-TZVPD, the OMol25 dataset).

```
! wB97M-V def2-TZVPD RIJCOSX def2/J DEFGRID3
* xyz 0 1
O -0.90 3.99 2.56
C -0.62 2.88 2.05
N -1.48 2.39 1.10
N -1.22 1.27 0.30
C -0.10 0.59 0.47
C 0.09 -0.77 -0.21
C -1.19 -1.65 0.01
C -1.37 -2.82 -0.99
C -1.14 -2.39 -2.51
C 0.27 -1.75 -2.54
C 0.51 -0.60 -1.65
C 0.91 1.22 1.38
N 2.20 0.90 1.59
C 2.79 1.94 2.30
Br 4.55 2.21 2.80
C 1.79 2.83 2.69
Br 2.01 4.47 3.73
N 0.58 2.34 2.09
H -2.08 3.13 0.82
H 0.99 -1.16 0.23
H -1.19 -2.06 1.04
H -2.11 -0.96 -0.12
H -2.43 -3.23 -0.82
H -0.67 -3.68 -0.78
H -1.06 -3.37 -3.09
H -1.99 -1.80 -2.86
H 1.07 -2.52 -2.36
H 0.34 -1.39 -3.56
H -0.12 0.30 -2.04
H 1.55 -0.28 -1.62
*
```

Results
HOMO energy	-8.92	eV
gap between HOMO and LUMO	8.7	eV
SMILES	O=c1[nH]nc(C2CCCCC2)c2nc(Br)c(Br)n12

=====

Here are the calculated calculated total energy numbers, same order: -555.598090 -1029.066927 -1049.613496 -5868.606011 (hartree).
Here are the calculated energy relative to the best compared isomer or geometry (same formula, charge and spin) numbers, same order: 422.0 448.0 83.0 93.9 (kJ/mol).
Here are the calculated max |F| numbers, same order: 3.47 4.39 3.50 6.46 (eV/Å).